{"formula": "CH3ClN2S", "method": "ωB97M-V with the def2-TZVPD basis set", "homo_lumo_gap_ev": [6.95, 6.97], "e_homo_ha": [-0.330, -0.330], "total_charge": 0, "lumo_ev": [-2.0, -2.0], "species": ["S", "N", "H", "Cl", "C", "H", "N", "H"], "xyz": [[2.94532, 2.28027, 1.47197], [0.84754, 0.19716, 0.66258], [1.45987, 0.84896, 0.16838], [0.15078, -1.03363, 2.79976], [1.10531, 0.05217, 1.91107], [-0.51946, 0.15502, -0.80059], [-0.06117, -0.47901, -0.15512], [-0.73313, -0.98358, 0.41736]], "mulliken_charge": [-0.13, 0.22, 0.21, -0.17, 0.05, 0.26, -0.66, 0.24]}


{"formula": "C5H14", "method": "ωB97M-V with the def2-TZVPD basis set", "smiles": "CCC.CC", "homo_lumo_gap_ev": 12.30, "e_homo_ha": -0.410, "total_charge": 0, "lumo_ev": 1.1, "species": ["C", "H", "H", "C", "C", "H", "H", "C", "H", "H", "H", "C", "H", "H", "H", "H", "H", "H", "H"], "xyz": [[1.75392, 1.43066, -1.28719], [-2.49344, -2.07931, 0.95699], [-0.30171, -2.70461, 0.97889], [-1.67486, -0.16183, 0.98483], [-0.70425, -2.31772, 0.05616], [1.82405, 3.03832, 0.10004], [1.49583, 2.34293, -1.84574], [2.06262, 1.97269, 0.08901], [-2.46587, -1.18183, -0.66913], [-1.08064, 0.61735, 0.47766], [0.11809, -1.79926, -0.45995], [-1.94609, -1.45584, 0.23771], [3.12646, 1.84608, 0.30437], [-1.11045, -0.24008, 1.91778], [-2.55905, 0.44820, 1.19736], [-0.90942, -3.15941, -0.61275], [2.48668, 1.03475, -1.99067], [0.91189, 0.74113, -1.36829], [1.46625, 1.62780, 0.93292]], "mulliken_charge": [-0.78, 0.21, 0.33, -1.08, -1.04, 0.27, 0.26, -0.79, 0.29, 0.17, 0.22, -0.08, 0.27, 0.33, 0.34, 0.31, 0.37, 0.15, 0.24]}


{"formula": "C5H8P2", "method": "ωB97M-V with the def2-TZVPD basis set", "smiles": "P=[PH2]C1=CCC=C1", "homo_lumo_gap_ev": 8.11, "e_homo_ha": -0.276, "total_charge": 0, "lumo_ev": 0.6, "species": ["H", "C", "P", "C", "C", "H", "H", "P", "C", "H", "H", "H", "C", "H", "H"], "xyz": [[-2.12579, -0.57348, 1.59021], [-1.72224, -0.98447, 0.64757], [1.82710, 0.56702, -0.63348], [0.10304, -0.01420, -0.41145], [-2.15468, -0.03751, -0.44570], [2.40798, 0.71360, -1.95042], [3.88037, -0.22327, -0.32334], [2.92552, -0.58727, 0.61631], [-1.05300, 0.58493, -0.93025], [-3.23163, 0.30910, -0.65901], [0.58814, -1.53285, 1.07210], [-0.88494, 1.38470, -1.59532], [-0.23524, -0.86264, 0.61912], [-2.07508, -2.01372, 0.47983], [1.50154, 1.91675, -0.55267]], "mulliken_charge": [0.24, -0.34, 0.05, 0.33, -0.55, 0.10, -0.04, -0.14, -0.42, 0.30, 0.21, 0.41, -0.53, 0.30, 0.07]}


{"formula": "C7H10", "method": "ωB97M-V with the def2-TZVPD basis set", "smiles": "C[C@]12C=C[C@H](C1)C2", "homo_lumo_gap_ev": 9.84, "e_homo_ha": -0.322, "total_charge": 0, "lumo_ev": 1.1, "species": ["H", "C", "C", "H", "H", "H", "H", "C", "C", "C", "C", "H", "H", "H", "H", "C", "H"], "xyz": [[-0.07604, -1.71739, -1.13192], [2.06881, -0.01336, -0.10955], [-0.28153, -0.64082, -1.06935], [-0.20797, -0.17829, -2.06144], [2.57834, 0.73649, 0.50931], [0.45425, 2.21632, 0.62716], [-0.80870, -1.86582, 1.26855], [-1.49388, -0.32769, -0.17844], [-1.38624, 1.16850, 0.06605], [-0.65254, -0.79481, 1.04542], [-0.07553, 1.35367, 0.23615], [2.55578, -0.97889, 0.04114], [-2.46650, -0.75685, -0.42374], [-2.21575, 1.80744, 0.33859], [-0.83309, -0.23922, 1.96856], [0.54032, -0.03251, 0.07123], [2.28370, 0.27965, -1.15440]], "mulliken_charge": [0.32, -1.50, -0.61, 0.35, 0.36, 0.35, 0.30, -0.30, -0.56, -0.71, -0.48, 0.35, 0.47, 0.36, 0.35, 0.64, 0.31]}


{"formula": "C3H8N2OS", "method": "ωB97M-V with the def2-TZVPD basis set", "homo_lumo_gap_ev": 8.85, "e_homo_ha": -0.292, "total_charge": 0, "lumo_ev": 0.9, "species": ["N", "H", "H", "O", "H", "C", "H", "C", "H", "N", "H", "H", "H", "C", "S"], "xyz": [[1.02908, -1.09971, 0.93076], [2.52742, 1.31747, -0.73285], [-2.52694, -1.52063, 0.69969], [-1.39513, -0.50224, -0.71265], [0.66607, 1.36753, -0.36125], [1.07568, -0.28416, -1.43460], [-3.38305, -0.38622, -0.35039], [-2.47614, -0.59145, 0.17254], [1.89454, 0.40109, 1.63588], [1.81784, -0.02959, 0.77726], [1.89903, -0.97369, -1.87300], [0.43025, -0.13220, -2.29338], [-2.11147, 0.27151, 0.97522], [1.52554, 0.73909, -0.40542], [0.16059, -1.44682, -0.27850]], "mulliken_charge": [-0.45, 0.28, 0.27, -0.42, 0.30, -0.57, 0.22, -0.56, 0.23, -0.08, 0.32, 0.38, 0.19, -0.41, 0.30]}


{"formula": "C3H8O2", "method": "ωB97M-V with the def2-TZVPD basis set", "smiles": "C=O.CCO", "homo_lumo_gap_ev": 10.54, "e_homo_ha": -0.361, "total_charge": 0, "lumo_ev": 0.7, "species": ["H", "H", "H", "O", "C", "H", "C", "O", "H", "H", "H", "C", "H"], "xyz": [[-0.55032, 1.83912, 0.12639], [-0.02127, 0.56960, 2.04373], [-1.39146, -0.65383, 1.76461], [0.28522, -0.61301, 0.41067], [-1.31096, 1.14252, 0.38984], [2.11010, -1.66210, -1.24897], [1.61021, -0.89680, -1.83981], [2.13624, -0.13289, -2.61228], [-2.14325, 1.62172, 1.06955], [0.53292, -1.15970, -1.76131], [1.13886, -0.68426, 0.73545], [-0.54825, 0.06652, 1.25285], [-1.84804, 0.56310, -0.33072]], "mulliken_charge": [0.31, 0.32, 0.21, -0.43, -1.00, 0.22, 0.04, -0.44, 0.29, 0.18, 0.30, -0.31, 0.31]}


Relative energy (zero: lowest compared OMol25 entry of this formula, charge and spin) in kJ/mol, matching the order above: 468.74, 75.54, 169.92, 247.51, 486.95, 240.46